[1]
74
Properties=species:S:1:pos:R:3:lowdin_charge:R:1 method="wB97M-V/def2-TZVPD" e_homo_ev=-0.105 total_energy_ha=-2773.8784 total_charge=-2 orbital_gap_ev=2.673
Y 0.404 0.791 -3.242 1.5071
O -1.680 0.611 -2.168 -0.4512
C -1.494 0.638 -0.768 -0.3283
C -0.017 0.456 -0.188 -0.3000
O 1.091 0.892 -1.002 -0.3884
H -2.149 -0.106 -0.283 0.0799
H -1.947 1.541 -0.336 0.0939
H 0.229 -0.602 0.001 0.0714
H 0.179 0.872 0.806 0.0884
O 4.131 -0.969 -1.310 -0.1952
C 3.464 -2.105 -1.024 -0.4332
C 3.355 -3.236 -2.146 -0.4213
O 3.157 -2.861 -3.451 -0.3121
H 2.425 -1.802 -0.750 0.0769
H 3.766 -2.499 -0.037 0.0730
H 2.610 -3.991 -1.830 0.0626
H 4.310 -3.789 -2.088 0.0793
N 1.295 5.983 1.894 -0.2827
S 0.093 6.177 2.831 0.4112
O -0.400 4.996 3.498 -0.3245
O -0.866 7.114 2.330 -0.3104
F 0.777 6.985 4.062 -0.2312
S 0.692 4.669 0.991 0.5277
O -0.717 4.502 0.820 -0.2932
O 1.510 3.495 1.027 -0.2570
F 1.045 5.340 -0.408 -0.2145
C -4.469 -2.711 -2.067 -0.1598
O -4.102 -3.413 -3.245 -0.1216
H -4.997 -3.272 -1.288 0.0685
H -3.581 -2.294 -1.590 0.0687
H -5.137 -1.893 -2.347 0.0787
H -4.851 -3.347 -3.840 0.0671
C -4.390 2.567 -2.214 -0.1814
O -4.418 1.266 -2.771 -0.1641
H -3.416 3.032 -2.408 0.0726
H -4.999 3.187 -2.878 0.0674
H -4.622 2.592 -1.151 0.0766
H -3.558 0.846 -2.588 0.0210
C -0.478 -2.469 -3.032 -0.0793
O 0.518 -1.502 -3.494 -0.3026
H -1.493 -2.127 -3.226 0.0617
H -0.361 -3.417 -3.552 0.0909
H -0.321 -2.600 -1.964 0.0774
H 1.102 -2.062 -4.049 0.0747
C 1.374 -1.440 3.177 -0.1776
O 2.252 -1.239 2.090 -0.1133
H 1.659 -0.959 4.110 0.0691
H 0.427 -1.006 2.837 0.0585
H 1.289 -2.518 3.359 0.0656
H 2.236 -1.961 1.452 0.0232
C 0.504 -4.297 0.722 -0.1490
O 1.863 -4.193 1.133 -0.1258
H -0.041 -4.740 1.568 0.0705
H 0.042 -3.310 0.782 0.0585
H 0.352 -4.871 -0.188 0.0746
H 2.097 -4.895 1.741 0.0769
C 1.707 2.153 4.363 -0.1314
O 1.450 1.461 3.125 -0.1452
H 1.754 3.205 4.074 0.0611
H 0.949 2.032 5.135 0.0745
H 2.708 1.826 4.643 0.0734
H 0.518 1.228 3.117 0.0580
C -2.815 -2.160 2.373 -0.1580
O -2.415 -1.765 3.696 -0.1140
H -1.960 -2.140 1.694 0.0557
H -3.205 -3.180 2.331 0.0714
H -3.591 -1.554 1.906 0.0726
H -2.329 -2.607 4.150 0.0639
C 3.228 3.777 -2.146 -0.1714
O 4.168 2.742 -1.877 -0.1292
H 2.338 3.531 -1.569 0.0437
H 3.624 4.724 -1.766 0.0760
H 3.129 3.726 -3.238 0.0607
H 4.995 2.944 -2.320 0.0621



[2]
70
Properties=species:S:1:pos:R:3:lowdin_charge:R:1 method="wB97M-V/def2-TZVPD" e_homo_ev=-9.469 total_energy_ha=-1630.4849 smiles="NC(N)=O.NC(N)=O.NC(N)=O.NC(N)=O.NC(N)=O.CC(C)O.CC(C)O.CO" orbital_gap_ev=8.965
N 2.842 -1.936 -0.823 0.0966
C 2.838 -2.525 -1.995 -0.5986
N 1.790 -3.217 -2.169 0.1309
O 4.002 -2.748 -2.796 -0.1363
H 3.775 -1.437 -0.688 0.1574
H 2.065 -1.232 -0.838 0.0510
H 1.849 -3.658 -3.039 0.1208
H 1.019 -3.357 -1.424 0.0614
N 1.172 -2.008 2.357 0.1008
C 1.704 -3.213 2.393 -0.6506
N 2.277 -3.559 1.314 0.1552
O 1.498 -3.955 3.503 -0.0643
H 0.542 -1.794 3.105 0.1367
H 1.683 -1.178 1.947 0.0688
H 2.436 -2.876 0.486 0.0891
H 2.899 -4.335 1.273 0.1406
N 1.302 1.404 0.985 0.1469
C 2.483 0.847 0.894 -0.5920
N 2.829 0.066 1.913 0.1158
O 3.353 1.080 -0.169 -0.0887
H 1.086 2.294 0.394 0.1234
H 0.780 1.182 1.822 0.1283
H 3.694 -0.551 1.923 0.1744
H 2.334 0.099 2.831 0.1412
N -0.828 -2.349 0.748 0.1355
C -1.051 -3.330 -0.126 -0.5913
N 0.069 -3.906 -0.377 0.1139
O -2.209 -3.737 -0.699 -0.0655
H -1.626 -1.851 1.155 0.0763
H 0.067 -2.307 1.334 0.0474
H 0.011 -4.768 -0.917 0.1588
H 0.837 -3.809 0.335 0.0939
N 0.643 -0.482 -0.838 0.1123
C 0.235 -0.005 -1.920 -0.6498
N 0.266 -0.899 -2.797 0.2245
O -0.046 1.309 -2.059 -0.0461
H 0.574 0.292 -0.111 0.0946
H 0.199 -1.278 -0.373 0.0830
H -0.111 -0.676 -3.718 0.1494
H 0.777 -1.814 -2.619 0.1021
C 0.337 5.603 -1.330 -0.0230
C 0.951 4.248 -1.059 -0.6335
C 2.117 4.328 -0.121 -0.0420
O 0.203 3.400 -0.541 -0.0740
H -0.719 5.629 -1.602 0.0789
H 0.867 6.087 -2.148 0.0821
H 0.411 6.201 -0.409 0.0855
H 1.310 3.808 -2.049 0.1760
H 2.798 5.142 -0.358 0.0926
H 2.764 3.509 -0.124 0.0400
H 1.740 4.475 0.881 0.0942
H -0.050 2.764 -1.244 0.0659
C -2.642 -0.124 0.148 -0.0455
C -3.594 -0.523 1.239 -0.6811
C -4.638 -1.522 0.800 -0.0272
O -2.922 -0.937 2.184 -0.0076
H -3.024 0.854 -0.329 0.0900
H -2.451 -0.935 -0.592 0.0876
H -1.624 0.182 0.598 0.0944
H -4.035 0.393 1.546 0.1248
H -4.334 -2.569 0.659 0.0794
H -5.016 -1.158 -0.197 0.0990
H -5.557 -1.507 1.440 0.0863
H -3.251 -0.713 3.069 0.1521
C -3.617 3.260 0.002 -0.1797
O -2.578 3.246 -0.961 -0.0996
H -4.121 4.206 0.381 0.0899
H -3.185 2.771 0.884 0.0652
H -4.541 2.708 -0.224 0.0771
H -1.683 3.367 -0.743 0.0042



[3]
60
Properties=species:S:1:pos:R:3:lowdin_charge:R:1 method="wB97M-V/def2-TZVPD" e_homo_ev=-9.409 total_energy_ha=-1083.0371 smiles=CCO.CCO.CCO.CCO.CCO.CCO.O.O orbital_gap_ev=10.048
C -3.382 4.565 -2.516 -0.0964
C -3.154 4.090 -3.912 -0.3238
O -1.885 3.421 -3.861 -0.1063
H -3.374 3.635 -1.958 0.0660
H -4.320 5.065 -2.395 0.0679
H -2.570 5.231 -2.163 0.0898
H -3.268 4.810 -4.729 0.1150
H -3.966 3.341 -4.025 0.1164
H -1.687 3.243 -4.813 0.0965
C 2.042 -2.724 -2.321 -0.0852
C 2.727 -3.797 -1.525 -0.2777
O 2.882 -3.369 -0.146 -0.1299
H 2.688 -1.872 -2.281 0.0763
H 1.061 -2.544 -1.898 0.0583
H 1.797 -3.028 -3.369 0.0962
H 3.721 -3.798 -1.887 0.0946
H 2.297 -4.795 -1.462 0.1187
H 2.246 -3.865 0.463 0.1364
C 5.321 -1.444 3.410 -0.0961
C 4.435 -2.406 2.696 -0.3031
O 3.544 -1.614 1.913 -0.1098
H 6.254 -1.851 3.817 0.0760
H 4.741 -0.924 4.193 0.0806
H 5.629 -0.606 2.742 0.0885
H 3.934 -3.015 3.370 0.0916
H 5.060 -3.022 2.041 0.1196
H 3.388 -2.036 1.051 0.0570
C -3.293 -1.282 2.803 -0.1131
C -2.092 -2.126 2.912 -0.3017
O -1.148 -1.578 1.935 -0.1424
H -3.141 -0.282 3.218 0.0668
H -4.141 -1.711 3.315 0.0656
H -3.574 -1.132 1.735 0.0893
H -2.310 -3.146 2.660 0.0957
H -1.640 -2.112 3.888 0.1068
H -0.231 -1.392 2.277 0.0369
C -1.512 2.223 1.565 -0.0778
C -0.154 2.489 2.235 -0.2889
O -0.111 1.821 3.490 -0.0808
H -1.665 1.145 1.476 0.0574
H -1.512 2.612 0.555 0.0566
H -2.355 2.739 2.066 0.0850
H 0.098 3.494 2.366 0.0794
H 0.708 2.109 1.586 0.1349
H -0.963 1.966 3.857 0.0603
C -0.444 0.154 -1.557 -0.0754
C -1.889 0.240 -1.915 -0.2997
O -2.041 0.442 -3.328 -0.1062
H -0.055 1.099 -1.842 0.0664
H 0.043 -0.611 -2.137 0.0490
H -0.244 0.004 -0.478 0.0813
H -2.517 1.026 -1.380 0.1240
H -2.354 -0.725 -1.745 0.1057
H -1.995 1.386 -3.487 0.0283
O 1.251 -0.961 3.190 -0.0893
H 1.119 -0.027 3.503 0.0528
H 2.129 -1.063 2.746 0.0167
O -0.155 1.211 -5.248 -0.0838
H -0.391 0.434 -4.713 0.0191
H 0.417 0.861 -5.983 0.0637



[4]
63
Properties=species:S:1:pos:R:3:lowdin_charge:R:1 method="wB97M-V/def2-TZVPD" e_homo_ev=-8.857 total_energy_ha=-1172.5726 smiles=COC[C@H](C)N.COC[C@H](C)N.COC[C@H](C)N.O.O.O.O orbital_gap_ev=9.266
C -2.101 -3.650 -6.026 -0.1425
O -3.258 -4.259 -5.589 -0.1859
C -3.857 -3.594 -4.463 -0.1901
C -4.652 -2.368 -4.877 -0.4687
C -5.160 -1.468 -3.776 -0.0595
N -5.788 -2.831 -5.645 0.0397
H -1.960 -2.581 -5.872 0.0884
H -1.781 -3.985 -7.013 0.0924
H -1.329 -4.075 -5.384 0.0822
H -4.469 -4.332 -3.945 0.1296
H -3.063 -3.424 -3.737 0.1201
H -4.025 -1.767 -5.535 0.1282
H -5.878 -2.059 -3.206 0.0751
H -5.700 -0.566 -4.064 0.0831
H -4.323 -1.228 -3.121 0.0793
H -5.464 -3.645 -6.146 0.0652
H -6.408 -3.184 -4.930 0.0633
C 1.407 -2.322 3.951 -0.1197
O 1.781 -2.189 2.589 -0.1906
C 1.065 -2.990 1.633 -0.1488
C 1.475 -4.493 1.902 -0.4657
C 1.954 -5.226 0.718 -0.0955
N 0.327 -5.165 2.399 0.0170
H 1.564 -3.247 4.506 0.0773
H 0.355 -2.052 4.043 0.0858
H 1.943 -1.577 4.538 0.0831
H -0.023 -2.942 1.659 0.1139
H 1.305 -2.734 0.601 0.1128
H 2.253 -4.630 2.653 0.1373
H 2.904 -4.809 0.387 0.0838
H 1.195 -5.034 -0.041 0.0787
H 2.022 -6.309 0.613 0.0816
H 0.606 -5.689 3.216 0.0732
H -0.212 -5.794 1.821 0.0760
C -1.136 6.013 1.667 -0.0660
O 0.054 6.896 1.567 -0.1791
C -0.166 7.933 0.614 -0.2043
C 1.195 8.633 0.253 -0.4232
C 1.532 9.829 1.207 -0.0759
N 1.171 9.359 -0.981 -0.0026
H -1.217 5.462 0.730 0.0785
H -2.067 6.579 1.709 0.0772
H -1.118 5.386 2.558 0.0828
H -0.467 7.551 -0.361 0.1079
H -0.841 8.762 0.829 0.1274
H 1.996 7.905 0.123 0.1338
H 0.806 10.642 1.225 0.0737
H 2.526 10.247 1.047 0.0690
H 1.466 9.423 2.217 0.0648
H 2.114 9.430 -1.336 0.0780
H 0.712 8.693 -1.586 0.0582
O 6.147 -4.535 7.728 -0.0556
H 6.220 -4.783 8.649 0.0269
H 6.880 -3.939 7.581 0.0287
O 1.658 1.672 -4.499 -0.0552
H 2.295 2.025 -3.878 0.0278
H 1.355 2.435 -4.993 0.0270
O 1.942 -7.945 7.289 -0.0541
H 2.509 -7.264 6.929 0.0261
H 2.374 -8.215 8.099 0.0277
O 3.409 2.843 0.386 -0.0541
H 3.369 1.949 0.727 0.0287
H 2.573 3.234 0.642 0.0254



[5]
69
Properties=species:S:1:pos:R:3:lowdin_charge:R:1 method="wB97M-V/def2-TZVPD" e_homo_ev=-7.913 total_energy_ha=-1542.3240 smiles="CC1(C)CCCC(C)(C)N1O.NC(N)=O.NC(N)=O.NC(N)=O.O.O.O.O.O" orbital_gap_ev=7.270
C -14.072 8.172 14.716 -0.0432
C -12.937 8.701 15.627 -0.4862
C -12.644 7.733 16.770 -0.0361
C -11.738 8.818 14.661 -0.1438
C -10.535 9.557 15.281 -0.1589
C -11.058 10.919 15.721 -0.1414
C -12.243 10.897 16.695 -0.5014
C -11.807 10.528 18.105 -0.0359
C -12.807 12.340 16.744 -0.0384
N -13.281 10.043 16.082 -0.0911
O -14.457 10.042 16.868 -0.0289
H -14.034 7.123 14.425 0.0796
H -15.050 8.267 15.205 0.0711
H -14.173 8.813 13.838 0.0519
H -11.614 7.709 17.125 0.0666
H -13.315 7.751 17.629 0.0850
H -12.809 6.727 16.361 0.0778
H -11.364 7.823 14.411 0.1300
H -12.063 9.354 13.771 0.0640
H -10.039 8.952 16.047 0.1035
H -9.702 9.664 14.582 0.1096
H -11.074 11.599 14.868 0.1189
H -10.279 11.410 16.327 0.1152
H -11.504 9.486 18.228 0.0617
H -12.632 10.648 18.811 0.0855
H -10.973 11.114 18.496 0.0840
H -12.959 12.545 15.671 0.0744
H -12.132 13.081 17.163 0.0830
H -13.849 12.537 17.005 0.0729
H -15.091 10.517 16.318 0.0527
N -16.612 12.988 12.509 0.1989
C -17.744 12.458 12.009 -0.6224
N -18.930 12.994 12.454 0.1661
O -17.794 11.521 11.194 -0.0204
H -15.764 12.643 12.093 0.1229
H -16.691 13.612 13.285 0.1134
H -19.700 12.434 12.126 0.1112
H -18.886 13.452 13.347 0.1011
N -13.034 10.266 11.706 0.1588
C -12.222 9.167 11.776 -0.6990
N -12.802 8.003 11.384 0.1929
O -11.034 9.325 12.078 -0.0104
H -14.028 10.198 11.494 0.0580
H -12.560 11.145 11.639 0.1029
H -13.794 8.045 11.274 0.0717
H -12.224 7.196 11.257 0.1117
N -15.335 4.727 8.973 0.1395
C -15.938 5.960 9.009 -0.6721
N -15.994 6.526 10.252 0.1461
O -16.412 6.473 8.002 0.0272
H -15.225 4.307 9.874 0.0812
H -15.318 4.258 8.087 0.1005
H -15.837 6.072 11.123 0.0641
H -16.539 7.384 10.246 0.0594
O -15.843 9.810 12.016 -0.0751
H -16.708 10.236 11.934 -0.0101
H -16.058 8.871 12.180 0.0136
O -18.844 9.588 13.725 -0.0385
H -19.501 8.889 13.831 0.0692
H -19.308 10.405 13.949 0.0585
O -17.814 9.090 10.006 -0.0613
H -17.779 10.000 10.384 -0.0038
H -18.449 8.620 10.556 0.0369
O -16.524 10.762 14.877 -0.0580
H -15.898 10.966 14.169 0.0270
H -17.155 10.149 14.474 -0.0044
O -16.710 7.189 12.894 -0.0426
H -17.421 7.769 13.191 0.0283
H -16.778 6.413 13.463 0.0751



[6]
69
Properties=species:S:1:pos:R:3:lowdin_charge:R:1 method="wB97M-V/def2-TZVPD" e_homo_ev=-8.915 total_energy_ha=-1610.8744 smiles=OCCO.OCCO.OCCO.OCCO.OCCO.OCCO.O.O.O orbital_gap_ev=8.997
O -1.870 -3.642 1.701 -0.0733
C -0.591 -3.745 1.095 -0.2064
C 0.428 -4.130 2.182 -0.2298
O -0.022 -5.272 2.913 -0.0483
H -2.037 -4.508 2.079 0.1011
H -0.586 -4.598 0.417 0.1119
H -0.383 -2.889 0.453 0.1165
H 0.598 -3.294 2.861 0.1089
H 1.445 -4.258 1.812 0.1114
H 0.184 -6.106 2.485 0.0909
O -2.651 1.379 -0.561 -0.0660
C -3.370 2.026 -1.530 -0.2524
C -4.424 3.007 -0.971 -0.2408
O -5.397 2.423 -0.146 -0.0425
H -1.937 0.921 -1.009 0.0613
H -2.679 2.499 -2.228 0.1171
H -3.788 1.155 -2.035 0.1231
H -4.943 3.429 -1.832 0.1099
H -3.916 3.852 -0.507 0.1145
H -6.063 3.088 0.047 0.0858
O 2.467 2.281 -0.141 -0.1043
C 2.454 3.620 -0.607 -0.1932
C 1.411 4.453 0.155 -0.2158
O 0.087 4.171 -0.201 -0.0657
H 2.304 1.704 -0.891 0.0340
H 3.421 4.021 -0.303 0.1230
H 2.408 3.687 -1.694 0.1206
H 1.579 5.504 -0.081 0.1217
H 1.685 4.314 1.200 0.1377
H -0.040 4.584 -1.058 0.1134
O -0.611 -0.662 -2.691 -0.0678
C -0.061 -1.892 -3.108 -0.2167
C 1.071 -1.704 -4.176 -0.2154
O 2.376 -1.410 -3.638 -0.0873
H -0.118 -0.327 -1.939 0.0111
H 0.304 -2.543 -2.313 0.1167
H -0.781 -2.333 -3.797 0.1172
H 0.765 -0.913 -4.861 0.1177
H 1.142 -2.620 -4.762 0.1111
H 2.952 -1.483 -4.403 0.0922
O -1.074 -1.689 3.717 -0.0648
C -1.995 -0.635 3.714 -0.2308
C -2.519 -0.283 2.295 -0.2588
O -3.582 -1.121 1.995 -0.0459
H -1.362 -2.238 2.984 0.0233
H -2.837 -0.799 4.386 0.1162
H -1.512 0.266 4.090 0.1115
H -1.764 -0.284 1.509 0.1051
H -2.826 0.763 2.293 0.1067
H -3.162 -1.935 1.709 0.0502
O 2.571 -1.538 -0.147 -0.0720
C 3.422 -1.661 0.936 -0.2619
C 4.241 -0.388 1.048 -0.2399
O 3.390 0.588 1.603 -0.0523
H 2.641 -2.367 -0.627 0.0905
H 2.856 -1.769 1.861 0.1207
H 4.055 -2.537 0.800 0.1215
H 4.686 -0.074 0.104 0.1247
H 5.099 -0.648 1.668 0.1119
H 3.092 1.244 0.968 0.0159
O -1.282 3.048 1.720 -0.0594
H -0.736 3.533 1.101 -0.0390
H -1.704 2.372 1.190 -0.0164
O 2.150 1.206 -2.626 -0.0255
H 1.977 0.266 -2.678 0.0080
H 1.483 1.604 -3.185 0.0663
O 0.326 0.362 -0.359 -0.0255
H 0.607 1.200 0.009 0.0464
H 0.942 -0.276 0.001 0.0299